ORCA calculation (wB97M-V/def2-TZVPD) on a cluster of 15 separate species, C24H25Cl42NO4 in total.

```
96
Properties=species:S:1:pos:R:3:forces:R:3:lowdin_charge:R:1
C -1.938989 6.169166 -1.341914 -0.771 0.759 -0.289 -0.116
N -2.502143 4.948182 -1.941085 1.640 -0.555 0.235 -0.139
C -3.536857 4.406986 -1.039506 -0.145 0.086 -0.603 -0.101
C -1.412838 4.010923 -2.046833 -0.189 0.026 1.049 -0.401
O -0.483663 4.034566 -1.261738 -0.248 0.027 -0.744 0.022
C -1.427466 3.009024 -3.173695 -0.116 -0.083 0.263 -0.008
C -0.369624 1.971855 -2.947878 0.243 -0.166 -0.508 -0.067
C 0.486898 1.660668 -3.923972 -0.025 -0.287 0.099 -0.191
O 0.444443 2.202577 -5.180388 -0.149 -0.079 0.080 0.070
C 1.592645 0.681624 -3.665914 0.832 -0.324 -0.035 -0.316
O 2.079861 -0.003890 -4.542568 -0.309 0.525 0.193 0.100
C 2.096314 0.646558 -2.248937 -0.914 0.944 -0.278 -0.136
C 1.230147 0.930131 -1.280184 0.254 0.069 -0.238 0.013
C -0.182328 1.250785 -1.647433 -0.375 0.442 0.554 -0.324
O -1.125289 0.980161 -0.931894 0.330 0.118 -0.234 0.083
H -2.623759 6.996918 -1.532796 -0.062 -0.322 -0.036 0.020
H -0.998591 6.455885 -1.802726 0.116 -0.187 -0.063 0.089
H -1.807248 6.103117 -0.260200 0.156 -0.150 0.025 0.084
H -3.225941 4.524403 0.003487 -0.082 -0.041 0.052 0.095
H -3.738477 3.350999 -1.219873 0.156 0.267 -0.302 0.007
H -4.444950 4.963890 -1.242043 -0.191 0.042 0.286 0.053
H -1.136941 3.544594 -4.077212 -0.132 0.176 -0.069 0.134
H -2.426787 2.618571 -3.367086 -0.080 -0.080 0.192 0.140
H -0.117706 1.652758 -5.737812 0.110 0.006 -0.158 0.130
H 3.131857 0.442917 -2.072244 0.270 -0.034 -0.020 0.010
H 1.539646 0.959634 -0.244503 -0.290 -0.125 0.159 0.122
C 3.178979 -3.389934 -2.948552 0.249 -0.034 0.300 -1.434
Cl 2.544442 -1.952117 -2.120992 0.204 -1.350 -0.096 0.657
Cl 4.928737 -3.264622 -3.222944 -0.291 -0.002 -0.340 0.492
Cl 2.880033 -4.876618 -2.029823 -0.135 0.244 -0.238 0.474
H 2.684396 -3.464781 -3.907723 0.011 0.000 -0.001 0.024
C -7.653133 4.232329 0.710276 -0.030 -0.063 0.089 -1.537
Cl -7.109503 2.663531 1.301332 -0.305 0.242 0.081 0.503
Cl -6.961428 5.543663 1.668643 -0.002 -0.014 -0.036 0.526
Cl -7.267915 4.429282 -1.000409 -0.024 -0.011 -0.036 0.542
H -8.729451 4.273779 0.808588 -0.002 0.032 0.023 0.010
C 6.315702 1.129421 -1.751669 -0.028 -0.120 -0.007 -1.507
Cl 5.404060 1.539532 -0.291286 0.022 0.144 -0.013 0.537
Cl 8.030476 0.931968 -1.407412 -0.072 0.014 0.003 0.548
Cl 5.629324 -0.328241 -2.467719 0.260 0.143 -0.021 0.530
H 6.201015 1.942230 -2.456859 0.005 0.020 0.021 0.018
C 2.641479 -8.772179 -0.895210 -0.007 -0.061 0.147 -1.531
Cl 1.020389 -9.227181 -1.425281 0.002 0.001 -0.092 0.543
Cl 2.593031 -7.226622 -0.045294 -0.015 -0.155 0.180 0.500
Cl 3.343484 -10.023336 0.127707 0.000 0.020 -0.049 0.544
H 3.264223 -8.661919 -1.773168 -0.016 0.024 -0.012 0.017
C -0.734106 -3.441415 1.122186 0.021 -0.176 0.182 -1.545
Cl -1.936401 -4.569570 1.763457 -0.089 0.113 -0.015 0.518
Cl -0.060741 -2.446812 2.413688 -0.015 0.038 -0.040 0.528
Cl 0.533884 -4.338230 0.295268 0.028 0.122 -0.099 0.493
H -1.219028 -2.787466 0.408510 0.003 -0.016 -0.011 0.008
C -4.652333 -0.173245 -0.067406 -0.002 0.058 -0.112 -1.513
Cl -6.384878 -0.509530 0.002098 0.017 -0.028 0.036 0.522
Cl -3.988503 -0.707901 -1.614674 0.011 -0.025 0.034 0.535
Cl -4.325029 1.536378 0.200303 0.166 -0.495 0.074 0.567
H -4.170781 -0.734083 0.720375 0.039 -0.042 0.030 0.013
C -2.712903 -10.155886 -0.421062 -0.116 -0.042 0.005 -1.556
Cl -3.740404 -9.384145 -1.628181 0.039 0.007 0.005 0.532
Cl -2.828889 -9.311662 1.125196 0.015 0.054 0.005 0.531
Cl -3.128918 -11.859834 -0.240901 0.041 0.028 0.008 0.534
H -1.688241 -10.090044 -0.758396 0.034 -0.013 0.013 -0.037
C -3.226672 -9.781069 4.912912 -0.091 -0.058 0.086 -1.564
Cl -4.865694 -10.226252 4.440240 0.030 0.020 -0.027 0.522
Cl -3.209067 -8.194876 5.687894 0.044 0.039 -0.042 0.516
Cl -2.528276 -11.004157 5.975009 0.020 0.017 -0.031 0.529
H -2.620176 -9.724599 4.018657 0.009 -0.008 0.001 -0.029
C 6.657966 0.545548 3.145398 0.051 -0.065 0.084 -1.569
Cl 6.690359 1.642787 4.527647 -0.026 0.016 -0.029 0.523
Cl 8.275677 0.339764 2.472129 -0.034 0.011 -0.027 0.519
Cl 5.964945 -1.012628 3.595523 -0.022 0.024 -0.058 0.520
H 6.031138 0.985912 2.381589 0.010 0.006 -0.010 -0.064
C -1.584979 10.287089 -0.463982 0.100 -0.116 -0.030 -1.525
Cl -1.200257 10.552450 -2.165953 0.007 0.021 0.018 0.525
Cl -2.911923 9.135965 -0.298827 -0.136 0.363 0.176 0.569
Cl -0.166297 9.714348 0.411328 -0.117 0.000 0.056 0.512
H -1.892632 11.230703 -0.034241 -0.019 -0.001 -0.003 0.012
C 5.199410 -4.503622 1.205727 0.035 0.150 0.064 -1.547
Cl 6.803508 -4.939877 1.798701 -0.026 -0.037 -0.006 0.535
Cl 4.114796 -4.125104 2.545620 -0.059 -0.075 0.001 0.514
Cl 5.297487 -3.141643 0.092913 0.044 0.026 0.106 0.505
H 4.792581 -5.353314 0.671974 0.004 0.009 -0.019 -0.030
C -5.609258 -5.514260 7.682969 -0.071 0.051 -0.025 -1.566
Cl -4.943881 -3.881418 7.607879 0.027 -0.029 0.002 0.521
Cl -6.764801 -5.657301 9.008716 0.030 -0.021 -0.001 0.523
Cl -6.357760 -5.956090 6.149083 0.018 -0.015 0.004 0.511
H -4.795089 -6.201850 7.870527 -0.002 -0.009 0.005 -0.004
C 3.223518 9.526643 -2.220184 -0.143 -0.012 0.022 -1.547
Cl 2.651291 10.296119 -3.701519 0.031 -0.005 0.004 0.520
Cl 2.912944 10.554637 -0.821186 0.161 0.036 -0.060 0.505
Cl 2.472091 7.942709 -2.008182 0.034 -0.015 0.017 0.509
H 4.292238 9.384528 -2.304992 0.004 -0.002 -0.005 0.010
C 3.343326 4.424491 1.197364 -0.161 0.063 -0.129 -1.541
Cl 1.853530 4.390730 0.258031 0.150 -0.033 0.076 0.587
Cl 3.356708 5.785422 2.318966 0.037 -0.011 -0.006 0.535
Cl 3.567413 2.898036 2.064679 -0.033 -0.031 0.122 0.504
H 4.172550 4.542434 0.511874 0.044 -0.018 0.037 0.003
```
Positions in Å, forces in eV/Å.

Orbital gap   0.314 hartree
Molar mass   1880.5 g/mol
Charge   0
LUMO energy   -1.013 eV
HOMO level   -9.55 eV

ORCA calculation (wB97M-V/def2-TZVPD) on a cluster of 5 separate species, C32H72ClN4O4 in total.

```
113
Properties=species:S:1:pos:R:3:forces:R:3:lowdin_charge:R:1
Cl 19.827590 -13.205050 8.166370 -0.233 -2.179 -3.842 0.600
O 18.758920 -12.279920 8.181440 -0.625 2.608 1.155 -0.387
O 19.736020 -13.819720 6.844360 1.315 0.481 -1.075 -0.445
O 21.155980 -12.624270 8.361260 -1.529 -0.510 0.671 -0.369
O 19.462090 -14.309520 8.986880 0.914 -0.564 2.994 -0.399
C 26.379400 -14.568850 12.069220 0.417 0.518 -1.175 -0.091
C 26.869590 -16.020540 11.818870 0.066 1.003 0.983 -0.215
C 27.526450 -16.410900 13.183390 -1.175 -1.585 -1.229 -0.108
N 28.068180 -17.865510 13.198870 -0.146 -0.143 -0.990 -0.231
C 29.364860 -17.727860 12.333850 -0.746 -0.540 1.349 0.052
C 27.113740 -18.922340 12.570520 -0.191 1.003 0.283 -0.104
C 27.534930 -20.289970 13.113050 0.088 1.780 -0.701 -0.142
C 27.880070 -19.942900 14.557280 -0.377 -0.550 0.078 -0.142
C 28.243070 -18.468710 14.603430 2.713 0.696 -0.723 -0.078
H 27.099990 -13.904000 12.545450 0.146 -0.328 0.366 0.081
H 25.430480 -14.521130 12.603420 0.156 -0.222 0.132 0.086
H 26.220650 -14.057950 11.119540 -0.255 -0.180 -0.146 0.084
H 27.538730 -16.169460 10.971420 0.202 0.643 0.099 0.098
H 25.960370 -16.528580 11.497450 0.076 -0.698 0.691 0.106
H 26.726050 -16.308570 13.916180 0.376 -0.127 0.374 0.135
H 28.403210 -15.802080 13.404130 -0.380 0.177 0.072 0.134
H 30.046260 -17.050600 12.848740 -0.042 -0.215 0.162 0.111
H 29.091030 -17.249790 11.393330 0.036 -0.546 0.068 0.091
H 29.809600 -18.719850 12.254830 0.005 0.200 -0.314 0.108
H 27.171290 -18.811510 11.487700 -0.322 0.012 0.129 0.131
H 26.155110 -18.631420 13.000060 -0.268 -0.004 -0.440 0.136
H 28.378810 -20.522160 12.463390 0.167 -0.866 0.512 0.114
H 26.742730 -21.037680 13.074960 0.193 0.097 -0.364 0.124
H 28.740690 -20.557200 14.821960 -0.264 0.112 0.613 0.127
H 27.012490 -20.160920 15.180080 0.237 -0.110 0.164 0.125
H 29.326190 -18.482590 14.724920 0.126 0.381 0.213 0.126
H 27.913410 -17.763090 15.365990 -0.730 -0.429 -0.147 0.140
C 22.712440 -24.327130 12.053850 0.308 2.834 -1.817 -0.034
C 21.715990 -23.250940 11.360940 -1.711 -0.246 0.213 -0.202
C 22.250140 -21.920510 10.742960 0.331 -1.385 -0.845 -0.097
N 21.295490 -21.207890 9.722180 1.374 2.538 1.301 -0.245
C 20.205110 -20.522490 10.484690 -0.846 -1.141 -0.165 0.019
C 22.058970 -20.046480 8.949150 0.017 -0.995 -1.080 -0.031
C 21.495540 -20.088680 7.486740 0.081 1.156 1.085 -0.132
C 20.708620 -21.372150 7.396720 -0.621 0.506 -1.824 -0.166
C 20.746410 -22.113810 8.694160 0.763 -1.022 -1.071 -0.133
H 23.298660 -23.761210 12.777870 -0.330 -0.481 0.664 0.064
H 23.462290 -24.481410 11.277930 0.011 -0.511 -0.172 0.063
H 22.339220 -25.301140 12.370250 -0.441 0.585 0.112 0.084
H 20.916600 -22.842270 11.979040 0.300 -0.421 1.280 0.092
H 21.020560 -23.741200 10.679700 0.683 -0.462 -0.702 0.092
H 23.115610 -22.116460 10.109990 0.305 0.114 0.322 0.122
H 22.462610 -21.273410 11.593970 0.124 0.494 -0.567 0.133
H 20.489870 -19.848580 11.292690 0.702 -0.528 0.014 0.119
H 19.710250 -21.436470 10.813060 -1.003 0.845 0.696 0.102
H 19.590950 -19.893840 9.839950 -0.086 -0.483 -0.337 0.122
H 21.860590 -19.048740 9.340640 -0.014 -0.457 0.696 0.130
H 23.115120 -20.302940 9.031820 -0.076 0.176 -0.148 0.118
H 20.886380 -19.202540 7.308470 -0.209 -0.044 0.299 0.118
H 22.235440 -20.005210 6.690710 0.394 -0.261 0.458 0.122
H 19.670570 -21.231760 7.095300 0.122 0.272 -0.167 0.124
H 21.223900 -21.860490 6.569610 -0.524 -0.933 0.286 0.126
H 19.767180 -22.535680 8.920470 0.268 0.119 0.546 0.146
H 21.455190 -22.915270 8.485870 0.005 -0.233 0.891 0.145
C 14.951700 -13.138590 1.811560 2.458 -0.834 -1.005 -0.106
C 14.078840 -14.213200 2.399570 -0.935 0.076 0.712 -0.226
C 14.868210 -15.311560 3.206900 0.505 0.058 -0.950 -0.090
N 14.028210 -16.398000 3.862850 -1.109 0.971 -0.373 -0.255
C 12.997790 -16.914020 2.861120 -1.112 0.666 0.693 0.012
C 13.378860 -15.837080 5.136520 0.351 -0.350 -0.766 -0.109
C 14.495900 -15.901300 6.135230 -0.445 -2.008 0.380 -0.128
C 15.053790 -17.399310 5.938030 0.929 2.705 -1.179 -0.078
C 14.804720 -17.613340 4.385880 -0.900 -0.382 1.157 -0.067
H 15.438640 -13.691360 1.008170 0.470 0.408 -0.412 0.081
H 15.791490 -12.840030 2.439040 -0.149 0.036 0.415 0.079
H 14.601420 -12.223330 1.334390 -0.968 -0.344 0.398 0.088
H 13.495220 -14.618740 1.573120 0.067 -0.322 0.173 0.105
H 13.363580 -13.673840 3.020530 -0.237 -0.562 0.586 0.107
H 15.563870 -14.821340 3.887970 -0.566 -0.045 0.662 0.131
H 15.578850 -15.925460 2.653520 -0.184 0.390 -0.991 0.132
H 12.269760 -17.519400 3.401110 0.729 -0.896 0.087 0.106
H 13.429390 -17.375690 1.973060 0.200 -0.076 0.414 0.125
H 12.267120 -16.164560 2.556920 0.785 0.751 -0.200 0.102
H 12.583390 -16.557450 5.327290 -0.047 0.179 0.485 0.139
H 12.969130 -14.829270 5.069100 -0.003 -0.149 -0.753 0.139
H 13.983910 -15.723570 7.080950 0.708 -0.041 0.364 0.126
H 15.309410 -15.198360 5.955860 -0.345 0.152 0.172 0.115
H 14.709370 -18.100470 6.698200 -0.347 -0.171 -0.696 0.115
H 16.135690 -17.286540 6.007870 0.000 -0.380 0.503 0.103
H 14.112530 -18.438980 4.220680 0.227 -0.076 -0.006 0.121
H 15.695760 -17.791900 3.784000 -0.039 0.287 0.138 0.133
C 15.910860 -3.929830 2.962630 0.248 0.784 0.156 -0.080
C 16.398430 -5.111640 3.822910 1.958 1.175 -0.431 -0.230
C 16.012880 -5.180130 5.281900 -2.048 -2.779 -0.504 -0.072
N 16.421690 -6.568850 5.914400 0.134 -0.712 1.604 -0.221
C 17.900440 -6.526890 6.376030 -0.201 -0.127 -2.307 0.030
C 15.982280 -7.871820 5.164420 0.932 0.347 -0.073 -0.048
C 14.564800 -8.227450 5.678770 1.715 -1.517 -3.212 -0.180
C 14.309050 -7.411300 6.828030 -1.628 1.255 2.203 -0.189
C 15.637180 -6.783890 7.213350 0.212 0.398 0.313 -0.096
H 16.532400 -3.726080 2.090690 0.388 -0.742 -0.019 0.081
H 16.003710 -2.960280 3.451970 -0.566 -0.065 0.413 0.080
H 14.925580 -4.088640 2.524320 -0.201 0.109 0.522 0.080
H 17.479730 -5.046080 3.943720 0.388 -0.154 -1.097 0.106
H 16.124230 -5.962680 3.199490 0.128 -0.444 0.763 0.106
H 14.932920 -5.305850 5.204560 -0.337 0.550 1.005 0.132
H 16.341650 -4.454930 6.026280 -0.025 0.255 -0.607 0.144
H 18.056770 -5.688670 7.055040 -0.120 -0.164 -0.145 0.113
H 18.443030 -6.423700 5.436320 0.268 0.698 0.126 0.097
H 18.335800 -7.461210 6.730440 -0.934 -0.160 0.557 0.112
H 16.730870 -8.622930 5.416510 -0.054 0.073 0.348 0.132
H 16.072090 -7.775480 4.082410 -0.157 0.394 0.203 0.113
H 14.541900 -9.272080 5.989110 0.052 -0.115 -0.669 0.127
H 13.883340 -8.031220 4.850990 -0.224 -0.373 0.186 0.126
H 13.898130 -8.110800 7.556010 0.341 0.609 0.774 0.132
H 13.450820 -6.784430 6.586000 0.451 0.841 0.428 0.128
H 16.228300 -7.476690 7.812260 -0.043 -0.320 -0.243 0.138
H 15.696350 -5.867530 7.800630 -0.601 0.185 -0.235 0.140
```
Positions in Å, forces in eV/Å.

Orbital gap   0.239 hartree
Energy above the lowest of the compared OMol25 structures with the same formula, charge and spin   0.0 kJ/mol
Molar mass   612.4 g/mol
Charge   +3
LUMO energy   -5.298 eV
HOMO level   -11.80 eV